Arrangement A

This record from the Open Molecules 2025 dataset describes a single C4H11NOS molecule. The level of theory is the ωB97M-V functional and the def2-TZVPD basis.

Each line ends with the Mulliken charge.
Positions of all 18 atoms, in Å:
C (0.994, 0.674, 1.089)  -1.4060
C (0.361, -0.004, -0.114)  0.1494
C (1.139, -1.268, -0.506)  -0.7876
S (2.384, -0.766, -1.755)  -0.2435
N (-1.065, -0.282, -0.039)  -0.3696
C (-1.861, 0.931, -0.034)  -0.3296
O (-3.206, 0.661, 0.272)  -0.5640
H (0.706, 0.156, 2.001)  0.3390
H (2.076, 0.666, 0.973)  0.3893
H (0.725, 1.723, 1.191)  0.4036
H (0.439, 0.641, -0.999)  0.3229
H (0.486, -2.054, -0.871)  0.4121
H (1.737, -1.627, 0.328)  0.3790
H (3.249, -1.772, -1.572)  0.1314
H (-1.276, -0.805, 0.797)  0.2570
H (-1.809, 1.381, -1.030)  0.3122
H (-1.524, 1.668, 0.684)  0.2687
H (-3.556, 0.078, -0.415)  0.3356

- LUMO level (eV) = 0.930
- structure (SMILES) = C[C@@H](CS)NCO
- HOMO-LUMO gap (eV) = 10.08
- molar mass (Da) = 121.20
- E_HOMO (hartree) = -0.33609
- spin multiplicity = 1



Arrangement B

This record from the Open Molecules 2025 dataset describes a single C4H11NOS molecule. The level of theory is the ωB97M-V functional and the def2-TZVPD basis.

Each line ends with the Mulliken charge.
Positions of all 18 atoms, in Å:
C (-0.363, -0.792, 0.378)  -0.5248
N (-1.115, 0.444, 0.545)  -0.3536
C (-0.740, 1.154, 1.751)  -0.5726
O (0.504, 1.789, 1.767)  -0.4959
C (-0.401, -1.298, -1.121)  -0.6785
C (0.850, -0.832, -1.806)  -0.7093
S (1.564, 0.808, -1.686)  -0.2093
H (0.713, -0.720, 0.602)  0.3066
H (-0.754, -1.529, 1.089)  0.4123
H (-0.991, 1.080, -0.239)  0.2583
H (-0.784, 0.326, 2.484)  0.3348
H (-1.522, 1.846, 2.099)  0.3472
H (0.463, 2.662, 1.379)  0.3344
H (-1.416, -0.911, -1.330)  0.3587
H (-0.509, -2.382, -1.055)  0.2938
H (0.822, -1.108, -2.875)  0.3818
H (1.659, -1.542, -1.556)  0.3870
H (2.020, 1.006, -0.426)  0.1289

- LUMO level (eV) = 0.749
- structure (SMILES) = OCNCCCS
- HOMO-LUMO gap (eV) = 9.78
- molar mass (Da) = 121.20
- E_HOMO (hartree) = -0.33183
- spin multiplicity = 1



Energy relative to the most stable one, in kJ/mol: arrangement A 0.0; arrangement B 64.0



Arrangement A

This record from the Open Molecules 2025 dataset describes a 2-piece molecular cluster, C3H5BrS overall. The level of theory is the ωB97M-V functional and the def2-TZVPD basis.

Each line ends with the Mulliken charge.
Positions of all 10 atoms, in Å:
C (1.064, 0.757, -0.129)  -0.6610
C (1.208, -0.105, 0.859)  -0.3797
C (-1.574, -0.608, -0.725)  -0.2809
S (-1.622, -2.007, 0.109)  -0.1361
Br (-2.482, 0.928, 0.042)  -0.0444
H (1.255, 1.897, -0.145)  0.2207
H (0.972, 0.277, -1.057)  0.3587
H (1.051, -1.251, 0.911)  0.2409
H (1.362, 0.404, 1.758)  0.2363
H (-1.235, -0.293, -1.624)  0.4456

- LUMO level (eV) = -0.925
- structure (SMILES) = S=CBr.C=C
- HOMO-LUMO gap (eV) = 8.39
- molar mass (Da) = 153.04
- E_HOMO (hartree) = -0.34249
- spin multiplicity = 1



Arrangement B

This record from the Open Molecules 2025 dataset describes a single C3H5BrS molecule. The level of theory is the ωB97M-V functional and the def2-TZVPD basis.

Each line ends with the Mulliken charge.
Positions of all 10 atoms, in Å:
C (0.668, 2.750, -0.103)  -0.6354
C (-1.005, 0.089, 1.268)  -0.1619
C (-0.186, -2.092, -0.416)  -0.9726
S (-0.994, -1.498, 1.177)  0.1087
Br (0.143, 1.028, -0.556)  0.1662
H (1.415, 2.788, 0.704)  0.2834
H (-0.231, 3.495, -0.095)  0.2259
H (-0.295, -3.246, -0.327)  0.2651
H (0.886, -1.694, -0.332)  0.3330
H (-0.400, -1.619, -1.321)  0.3876

- LUMO level (alpha / beta) (eV) = -0.247 / -0.472
- HOMO-LUMO gap (alpha / beta) (eV) = 7.91 / 6.80
- molar mass (Da) = 153.04
- E_HOMO (alpha / beta) (hartree) = -0.29987 / -0.26707
- spin multiplicity = 1



Arrangement C

This record from the Open Molecules 2025 dataset describes a 2-piece molecular cluster, C3H5BrS overall. The level of theory is the ωB97M-V functional and the def2-TZVPD basis.

Each line ends with the Mulliken charge.
Positions of all 10 atoms, in Å:
C (-0.082, 2.760, -0.065)  -0.4102
C (0.721, 0.361, -0.846)  -0.1266
C (-0.403, -1.971, 0.486)  -0.7957
S (-0.575, -0.654, -0.775)  0.1191
Br (2.203, 0.084, 0.237)  -0.0644
H (-1.135, 2.681, -0.387)  0.1790
H (0.430, 3.376, -0.831)  0.2132
H (-0.910, -2.851, 0.105)  0.2968
H (-0.893, -1.613, 1.389)  0.2895
H (0.645, -2.173, 0.687)  0.2993

- LUMO level (alpha / beta) (eV) = -0.983 / -0.908
- HOMO-LUMO gap (alpha / beta) (eV) = 7.80 / 7.64
- molar mass (Da) = 153.04
- E_HOMO (alpha / beta) (hartree) = -0.32288 / -0.31397
- spin multiplicity = 1



Energy relative to the most stable one, in kJ/mol: arrangement A 0.0; arrangement B 436.6; arrangement C 404.2



Arrangement A

This record from the Open Molecules 2025 dataset describes CHI3S as an isolated structure. The level of theory is the ωB97M-V functional and the def2-TZVPD basis.

Each line ends with the Mulliken charge.
Positions of all 6 atoms, in Å:
C (0.683, 0.088, -0.372)  -0.7520
S (-1.483, 0.592, 1.044)  -0.1596
I (1.019, 1.968, -1.061)  0.2251
I (2.066, -0.758, 1.008)  0.2015
I (-2.660, -1.384, 0.651)  0.0784
H (0.375, -0.506, -1.269)  0.4065

- LUMO level (alpha / beta) (eV) = -1.862 / -1.971
- HOMO-LUMO gap (alpha / beta) (eV) = 6.73 / 6.57
- molar mass (Da) = 425.80
- E_HOMO (alpha / beta) (hartree) = -0.31580 / -0.31399
- spin multiplicity = 1



Arrangement B

This record from the Open Molecules 2025 dataset describes CHI3S as an isolated structure. The level of theory is the ωB97M-V functional and the def2-TZVPD basis.

Each line ends with the Mulliken charge.
Positions of all 6 atoms, in Å:
C (0.839, -0.021, -0.573)  -0.8214
S (3.054, 0.287, 1.918)  -0.2031
I (1.355, 1.721, -1.548)  0.1905
I (1.658, -1.820, -1.071)  0.2097
I (4.480, -0.326, 0.119)  0.1186
H (0.107, 0.189, 0.158)  0.5056

- LUMO level (alpha / beta) (eV) = -0.973 / -2.494
- HOMO-LUMO gap (alpha / beta) (eV) = 7.89 / 5.68
- molar mass (Da) = 425.80
- E_HOMO (alpha / beta) (hartree) = -0.32573 / -0.30047
- spin multiplicity = 1



Energy relative to the most stable one, in kJ/mol: arrangement A 0.0; arrangement B 61.7



Arrangement A

This record from the Open Molecules 2025 dataset describes CHI3S as an isolated structure. The level of theory is the ωB97M-V functional and the def2-TZVPD basis.

Each line ends with the Mulliken charge.
Positions of all 6 atoms, in Å:
C (-2.263, -0.004, -0.037)  -0.7194
S (-0.464, 0.292, 0.922)  -0.0668
I (-2.218, 1.685, -1.325)  0.1904
I (-3.880, 0.045, 1.454)  0.2085
I (-2.410, -1.808, -1.165)  0.2347
H (-0.476, -0.960, 1.387)  0.1526

- LUMO level (eV) = -1.369
- HOMO-LUMO gap (eV) = 8.03
- molar mass (Da) = 425.80
- E_HOMO (hartree) = -0.34535
- spin multiplicity = 1



Arrangement B

This record from the Open Molecules 2025 dataset describes CHI3S as an isolated structure. The level of theory is the ωB97M-V functional and the def2-TZVPD basis.

Each line ends with the Mulliken charge.
Positions of all 6 atoms, in Å:
C (-0.498, -1.264, -0.612)  -0.5667
S (0.598, 1.827, 1.593)  -0.1528
I (-0.237, -3.188, 0.451)  0.0738
I (1.184, -0.519, -1.583)  0.1163
I (0.341, 4.097, 1.346)  0.1497
H (-1.388, -0.954, -1.194)  0.3798

- LUMO level (alpha / beta) (eV) = -1.053 / -2.493
- HOMO-LUMO gap (alpha / beta) (eV) = 7.98 / 5.99
- molar mass (Da) = 425.80
- E_HOMO (alpha / beta) (hartree) = -0.33194 / -0.31189
- spin multiplicity = 1



Energy relative to the most stable one, in kJ/mol: arrangement A 0.0; arrangement B 183.2